*a*
The following is a quantum chemistry calculation of 12 unconnected molecules or ions with the total composition C12H48O12, from the OMol25 dataset.

```
72
C12H48O12, DFT wB97M-V/def2-TZVPD
C 3.849 2.143 2.313
O 2.591 1.818 1.840
H 4.554 1.990 1.495
H 3.792 3.179 2.647
H 4.126 1.567 3.195
H 1.958 2.216 2.443
C -3.469 3.525 -0.272
O -2.550 4.283 -1.096
H -4.278 3.055 -0.830
H -2.947 2.718 0.242
H -4.003 4.120 0.469
H -2.286 5.060 -0.597
C -1.953 -2.509 1.167
O -1.027 -1.943 2.054
H -2.912 -1.992 1.200
H -1.518 -2.399 0.173
H -2.263 -3.529 1.393
H -0.677 -1.166 1.612
C 1.589 -2.797 -1.273
O 2.729 -3.676 -1.245
H 1.281 -2.494 -0.272
H 1.802 -1.885 -1.830
H 0.761 -3.367 -1.694
H 3.380 -3.390 -0.599
C 3.188 -2.264 2.001
O 4.049 -2.501 0.920
H 2.149 -2.184 1.680
H 3.365 -2.985 2.800
H 3.343 -1.270 2.422
H 4.978 -2.383 1.133
C 0.052 0.750 -0.239
O 0.467 0.031 0.952
H -0.680 1.524 -0.005
H 0.904 1.138 -0.797
H -0.438 0.020 -0.883
H 1.220 0.536 1.267
C -4.023 -0.831 -1.592
O -2.631 -0.623 -2.007
H -4.211 -1.800 -1.130
H -4.292 -0.051 -0.879
H -4.675 -0.631 -2.442
H -2.573 0.331 -2.105
C 4.222 -0.014 -1.282
O 3.655 0.424 -2.533
H 4.139 -1.097 -1.190
H 5.251 0.300 -1.109
H 3.635 0.381 -0.452
H 4.024 -0.095 -3.252
C 0.520 -0.448 -3.893
O -0.591 -1.303 -3.815
H 0.256 0.468 -4.421
H 0.874 -0.232 -2.885
H 1.284 -0.938 -4.497
H -1.325 -0.914 -3.333
C -2.490 2.279 -3.997
O -2.132 2.055 -2.610
H -1.829 1.706 -4.647
H -3.493 1.966 -4.287
H -2.410 3.330 -4.276
H -2.365 2.816 -2.073
C 0.621 -0.924 4.440
O 0.359 -2.261 4.353
H 1.054 -0.533 3.520
H -0.220 -0.302 4.746
H 1.302 -0.759 5.276
H -0.117 -2.399 3.531
C -2.948 0.728 2.220
O -2.064 1.450 2.969
H -3.897 1.248 2.095
H -2.595 0.513 1.212
H -3.185 -0.246 2.648
H -2.258 1.471 3.908
```

Structure (SMILES) ... CO.CO.CO.CO.CO.CO.CO.CO.CO.CO.CO.CO
LUMO energy ... 0.20 eV
Charge ... 0

Löwdin population analysis, charges in e, atoms 1 to 5: -0.16, -0.13, 0.08, 0.09, 0.08

=====

*b*
The following is a quantum chemistry calculation of 12 unconnected molecules or ions with the total composition C12H48O12, from the OMol25 dataset.

```
72
C12H48O12, DFT wB97M-V/def2-TZVPD
C -2.884 0.536 -3.578
O -2.153 1.764 -3.555
H -2.453 -0.143 -4.326
H -2.777 0.006 -2.621
H -3.943 0.647 -3.838
H -2.209 2.150 -2.677
C 1.597 -1.969 3.139
O 1.417 -2.495 1.891
H 1.752 -0.895 3.072
H 0.694 -2.104 3.763
H 2.398 -2.452 3.680
H 0.803 -1.906 1.433
C 4.228 -2.184 -1.137
O 4.134 -1.625 0.172
H 4.090 -3.265 -1.138
H 3.650 -1.619 -1.862
H 5.269 -2.014 -1.450
H 3.240 -1.809 0.521
C 0.630 -2.777 -2.938
O 1.465 -1.611 -2.945
H 1.227 -3.697 -2.928
H 0.113 -2.796 -1.978
H -0.066 -2.763 -3.772
H 2.165 -1.736 -3.592
C -1.038 4.081 0.577
O -2.223 3.374 0.231
H -0.150 3.438 0.537
H -0.944 4.926 -0.091
H -1.086 4.472 1.610
H -2.489 2.742 0.913
C 0.559 2.379 3.951
O 0.315 1.916 2.661
H 0.466 1.615 4.730
H 1.507 2.928 4.049
H -0.195 3.150 4.195
H 1.027 1.296 2.396
C 4.130 1.098 -2.677
O 4.330 2.132 -3.669
H 5.031 0.948 -2.073
H 3.269 1.324 -2.045
H 3.992 0.186 -3.256
H 4.737 2.899 -3.254
C -3.463 -3.518 -0.983
O -3.779 -4.747 -0.362
H -2.863 -2.784 -0.437
H -2.945 -3.740 -1.913
H -4.406 -3.018 -1.262
H -3.919 -4.604 0.577
C -0.201 0.480 -0.805
O 1.069 -0.264 -0.530
H -0.950 -0.300 -1.055
H -0.551 0.948 0.101
H -0.086 1.115 -1.681
H 1.376 -0.590 -1.420
C 3.425 1.796 1.437
O 2.706 0.625 1.736
H 4.505 1.551 1.269
H 3.156 2.254 0.473
H 3.463 2.498 2.265
H 2.728 0.101 0.913
C -2.548 0.659 3.180
O -2.217 0.914 1.864
H -2.065 -0.224 3.612
H -2.389 1.533 3.820
H -3.630 0.473 3.234
H -1.275 1.262 1.937
C -5.126 -0.474 0.278
O -3.929 -0.020 -0.225
H -5.571 0.208 1.011
H -5.856 -0.751 -0.480
H -5.010 -1.446 0.822
H -3.272 -0.083 0.499
```

Structure (SMILES) ... CO.CO.CO.CO.CO.CO.CO.CO.CO.CO.CO.CO
LUMO energy ... 0.40 eV
Charge ... 0

Löwdin population analysis, charges in e, atoms 1 to 5: -0.16, -0.12, 0.07, 0.05, 0.08

=====

*c*
The following is a quantum chemistry calculation of 12 unconnected molecules or ions with the total composition C12H48O12, from the OMol25 dataset.

```
72
C12H48O12, DFT wB97M-V/def2-TZVPD
C 0.137 0.874 -3.467
O 1.017 1.360 -4.411
H -0.719 0.404 -3.932
H -0.132 1.673 -2.832
H 0.548 0.202 -2.763
H 0.471 1.861 -5.079
C -1.267 4.047 0.774
O -0.256 3.306 0.181
H -0.997 4.991 1.224
H -1.721 3.446 1.598
H -2.172 4.200 0.098
H -0.272 2.413 0.498
C 2.603 -1.271 1.301
O 3.589 -2.032 0.707
H 2.913 -0.230 1.285
H 2.609 -1.568 2.361
H 1.596 -1.431 0.790
H 3.259 -2.943 0.808
C -0.655 0.112 0.231
O 0.384 0.808 0.768
H -1.114 0.626 -0.651
H -1.444 -0.126 0.903
H -0.284 -0.847 -0.201
H 1.168 0.738 0.204
C -3.373 -1.691 -1.233
O -2.268 -1.260 -2.041
H -3.949 -2.434 -1.750
H -3.918 -0.795 -1.169
H -3.077 -1.976 -0.227
H -1.537 -1.875 -2.062
C -2.949 2.347 -1.863
O -3.777 3.146 -2.601
H -3.444 2.238 -0.842
H -2.066 2.879 -1.835
H -2.663 1.365 -2.232
H -4.313 2.612 -3.181
C 2.455 1.973 -1.569
O 2.314 0.674 -1.112
H 2.781 1.898 -2.612
H 3.314 2.431 -1.062
H 1.543 2.511 -1.463
H 3.158 0.325 -0.874
C -0.682 -2.237 3.435
O 0.293 -3.044 2.908
H -1.421 -2.890 3.798
H -1.021 -1.583 2.606
H -0.312 -1.583 4.266
H -0.037 -3.571 2.173
C 2.867 2.543 1.766
O 4.177 2.927 1.394
H 2.415 3.284 2.405
H 2.818 1.630 2.384
H 2.317 2.443 0.807
H 4.714 2.164 1.206
C 0.725 -2.440 -2.702
O -0.428 -3.060 -2.161
H 0.532 -2.039 -3.700
H 1.459 -3.241 -2.699
H 1.173 -1.725 -1.981
H -0.582 -3.860 -2.651
C -1.888 -4.767 0.371
O -1.149 -3.524 0.439
H -2.087 -5.115 1.351
H -1.396 -5.536 -0.167
H -2.857 -4.639 -0.017
H -0.889 -3.273 -0.441
C 0.296 1.380 3.923
O 1.331 1.917 4.691
H 0.660 0.903 3.013
H -0.462 2.057 3.629
H -0.085 0.629 4.549
H 2.024 1.267 4.739
```

Structure (SMILES) ... CO.CO.CO.CO.CO.CO.CO.CO.CO.CO.CO.CO
LUMO energy ... -0.03 eV
Charge ... 0

Löwdin population analysis, charges in e, atoms 1 to 5: -0.20, -0.11, 0.09, 0.06, 0.03

=====

*d*
The following is a quantum chemistry calculation of 12 unconnected molecules or ions with the total composition C12H48O12, from the OMol25 dataset.

```
72
C12H48O12, DFT wB97M-V/def2-TZVPD
O 4.311 0.753 -1.248
H 5.030 0.190 -1.536
H 4.664 1.225 -0.493
O -2.229 -1.222 3.116
H -2.218 -1.414 4.054
H -2.263 -0.266 3.067
O -2.024 1.472 3.200
H -2.911 1.830 3.155
H -1.510 2.156 3.628
O -2.639 -2.949 1.024
H -2.582 -2.314 1.738
H -3.456 -2.731 0.575
O 2.015 2.561 2.204
H 1.321 2.044 1.796
H 1.615 3.415 2.368
O 2.371 0.026 -2.974
H 1.924 0.848 -3.178
H 3.080 0.279 -2.383
O 1.967 -5.295 1.044
H 2.537 -4.803 0.452
H 1.081 -5.107 0.736
O 1.240 -2.357 -4.146
H 0.609 -1.843 -4.650
H 1.742 -1.706 -3.656
C -3.100 -1.612 -4.368
C -3.628 -1.498 -2.973
C -4.218 -0.122 -2.512
O -4.741 -2.309 -2.964
H -2.102 -1.182 -4.272
H -3.623 -1.050 -5.142
H -3.089 -2.668 -4.636
H -2.974 -1.997 -2.258
H -4.708 -0.229 -1.544
H -4.846 0.219 -3.336
H -3.425 0.625 -2.483
H -5.146 -2.342 -3.834
C -2.300 3.335 -0.322
C -3.429 4.053 -1.045
C -3.699 5.412 -0.580
O -3.115 4.049 -2.418
H -2.653 2.541 0.337
H -1.627 3.961 0.264
H -1.637 2.883 -1.061
H -4.398 3.581 -0.882
H -4.458 5.831 -1.240
H -2.877 6.126 -0.610
H -4.226 5.500 0.371
H -2.445 4.718 -2.578
C -0.088 0.167 -0.909
C 0.079 -0.210 0.488
C 1.425 -1.028 0.700
O 0.068 1.039 1.143
H -1.098 0.519 -1.121
H -0.014 -0.738 -1.512
H 0.708 0.855 -1.195
H -0.816 -0.762 0.772
H 1.466 -2.052 0.327
H 1.834 -0.968 1.709
H 2.237 -0.663 0.071
H -0.425 0.899 1.955
C 4.999 -1.060 4.446
C 5.616 -2.135 3.505
C 4.855 -2.053 2.152
O 6.955 -1.900 3.373
H 5.061 -0.070 3.994
H 5.416 -1.038 5.454
H 3.917 -1.149 4.535
H 5.472 -3.113 3.965
H 3.769 -2.031 2.245
H 4.952 -2.902 1.475
H 5.125 -1.177 1.562
H 7.276 -1.051 3.062
```

Structure (SMILES) ... CC(C)O.CC(C)O.CC(C)O.CC(C)O.O.O.O.O.O.O.O.O
LUMO energy ... -0.29 eV
Charge ... 0

Löwdin population analysis, charges in e, atoms 1 to 5: -0.03, 0.06, 0.06, -0.04, 0.06

=====

Result of the stability comparison: *c* is the least stable of them.